Entry 1:
Below is 3 unconnected molecules or ions with the total composition C2H10NO2 at a distorted geometry, with properties calculated with ωB97M-V/def2-TZVPD.

Last column: Mulliken charge in e.
Positions of all 15 atoms, in Å:
C: 2.290 -0.106 -0.177  0.015
C: 1.795 0.294 -1.336  -0.624
N: 1.295 -0.365 0.937  -0.189
H: 3.258 -0.524 0.042  0.358
H: 2.369 0.202 -2.252  0.265
H: 0.800 0.699 -1.447  0.219
H: 1.509 -1.203 1.465  0.390
H: 0.361 -0.512 0.463  0.195
H: 1.239 0.498 1.481  0.394
H: -3.258 1.607 -0.185  0.319
H: -3.471 1.414 1.302  0.315
O: -3.063 1.015 0.540  -0.664
H: -1.773 -0.292 0.027  0.385
H: -1.496 -1.722 -0.528  0.294
O: -1.079 -0.894 -0.305  -0.673

## Properties
HOMO, eV: -15.1
Total charge: +1
Frontier orbital gap, hartree: 0.436

=====

Entry 2:
Below is a molecular structure, C5H10O2, with properties calculated with ωB97M-V/def2-TZVPD.

Last column: Mulliken charge in e.
Positions of all 17 atoms, in Å:
C: -1.836 -0.124 -0.118  -1.491
C: -0.510 0.251 0.503  1.180
O: -0.674 1.196 1.511  -0.623
C: 0.445 -0.877 0.676  -0.174
C: 0.757 0.215 -0.336  -0.376
C: 1.980 0.445 0.539  -0.440
O: 1.500 -0.476 1.548  -0.473
H: -2.296 0.709 -0.660  0.305
H: -1.733 -0.976 -0.799  0.384
H: -2.513 -0.417 0.691  0.344
H: -0.956 -0.190 -2.911  -0.009
H: 0.066 1.062 2.124  0.339
H: 0.229 -1.937 0.569  0.361
H: -0.321 -0.575 -2.950  0.015
H: 0.788 0.218 -1.418  0.125
H: 2.188 1.442 0.945  0.246
H: 2.887 0.032 0.084  0.288

## Properties
HOMO, eV: -9.2
Total charge: 0
Frontier orbital gap, hartree: 0.375

=====

Entry 3:
Below is a molecular structure, C23H43ClN5O3SSi3Sn, with properties calculated with ωB97M-V/def2-TZVPD.

Last column: Mulliken charge in e.
Positions of all 80 atoms, in Å:
Sn: 0.478 -1.234 -0.607  0.678
C: 2.646 2.596 -1.292  -1.147
O: 1.419 1.991 -1.079  0.278
Si: 0.148 2.744 -0.245  -0.024
C: 0.896 3.160 1.445  -1.277
C: -0.005 4.467 -1.042  -1.364
C: -1.274 1.642 -0.380  1.307
Si: -2.003 1.718 -2.070  0.032
C: -0.685 1.660 -3.438  -0.922
C: -3.095 3.239 -2.455  -1.299
C: -3.111 0.235 -2.482  -0.863
Si: -2.474 1.322 0.954  0.085
C: -2.941 -0.519 1.147  -0.647
C: -4.168 2.172 0.765  -1.227
C: -1.953 1.822 2.721  -1.434
H: 2.543 3.611 -1.686  0.365
H: 3.208 2.004 -2.022  0.235
H: 3.233 2.651 -0.368  0.264
H: 1.706 3.875 1.298  0.364
H: 1.321 2.291 1.932  0.225
H: 0.180 3.616 2.116  0.401
H: 0.930 5.024 -0.986  0.376
H: -0.758 5.047 -0.515  0.360
H: -0.304 4.420 -2.082  0.359
H: 0.099 2.391 -3.289  0.233
H: -1.131 1.828 -4.420  0.446
H: -0.196 0.686 -3.454  0.113
H: -2.780 4.108 -1.889  0.303
H: -4.132 3.048 -2.203  0.355
H: -3.053 3.495 -3.513  0.382
H: -2.491 -0.640 -2.652  -0.161
H: -3.692 0.414 -3.386  0.498
H: -3.801 -0.002 -1.685  0.356
H: -3.660 -0.830 0.398  0.230
H: -3.392 -0.716 2.120  0.430
H: -2.085 -1.189 1.047  -0.024
H: -4.698 1.802 -0.106  0.289
H: -4.067 3.248 0.654  0.302
H: -4.790 1.974 1.638  0.343
H: -0.896 1.711 2.924  0.306
H: -2.508 1.230 3.448  0.434
H: -2.193 2.868 2.905  0.339
N: 0.588 -0.745 2.185  0.348
N: 1.194 -1.656 3.061  -0.510
C: 1.681 -2.822 2.598  0.631
N: 2.365 -3.556 3.530  -0.506
S: 1.529 -3.392 1.043  -0.454
H: 1.274 -0.032 1.907  -0.255
H: -0.237 -0.339 2.620  0.152
H: 1.657 -1.275 3.890  0.241
H: 2.160 -3.402 4.504  0.204
H: 2.563 -4.507 3.263  0.248
C: 6.162 0.598 1.697  -1.197
N: 5.215 0.006 0.783  0.133
C: 5.582 -0.257 -0.498  -0.189
C: 4.725 -0.780 -1.389  -1.126
C: 3.379 -1.038 -0.931  0.716
O: 2.504 -1.494 -1.713  -0.903
N: 3.065 -0.817 0.340  0.343
C: 3.922 -0.300 1.220  0.130
O: 3.625 -0.089 2.389  -0.806
H: 6.997 -0.081 1.883  0.346
H: 5.639 0.793 2.633  0.335
H: 6.544 1.535 1.288  0.361
H: 6.607 -0.009 -0.749  0.407
H: 5.005 -0.985 -2.405  0.472
Cl: -4.849 -5.954 0.906  -0.277
C: -3.537 -5.133 0.088  0.417
C: -3.809 -4.087 -0.774  -0.855
C: -2.767 -3.445 -1.413  0.103
C: -1.429 -3.811 -1.212  0.907
C: -0.324 -3.088 -1.843  -2.018
C: -1.202 -4.892 -0.349  -0.331
C: -2.233 -5.545 0.298  -0.895
H: -4.830 -3.776 -0.943  0.415
H: -2.996 -2.628 -2.081  0.213
H: -0.598 -2.659 -2.812  0.563
H: 0.571 -3.708 -1.957  0.531
H: -0.186 -5.231 -0.184  0.403
H: -2.028 -6.378 0.959  0.404

## Properties
HOMO, eV: -3.3
Total charge: -1
Frontier orbital gap, hartree: 0.203